(1)
DFT (ωB97M-V/def2-TZVPD) results for a structure of composition C24H43FeN7O4S2.

Geometry (Å):
Fe (-0.66011, 0.15458, 0.26097)
O (-0.75932, -0.02220, 2.51958)
C (-2.07121, -0.22117, 3.10014)
C (-2.61337, 1.05413, 3.72561)
C (-2.48089, 2.29585, 2.83856)
C (-3.29605, 2.25375, 1.57346)
C (-4.57802, 2.79796, 1.56768)
C (-5.29375, 2.85298, 0.38761)
C (-4.69768, 2.37004, -0.76590)
C (-3.44188, 1.80406, -0.66753)
N (-2.75138, 1.71786, 0.47501)
H (-0.42995, 0.83680, 2.81375)
H (-1.98786, -0.99615, 3.86409)
H (-2.71987, -0.59082, 2.30617)
H (-2.07886, 1.24141, 4.66176)
H (-3.66161, 0.88555, 3.98179)
H (-1.44316, 2.46672, 2.54866)
H (-2.78797, 3.16795, 3.41650)
H (-4.99191, 3.19300, 2.48654)
H (-6.28891, 3.27755, 0.36410)
H (-5.19822, 2.41689, -1.72287)
H (-2.95806, 1.38827, -1.54199)
N (1.71350, 0.15389, 0.40794)
C (2.29404, 1.47329, 0.18368)
C (3.59381, 1.67552, 0.98515)
C (4.34018, 3.00823, 0.86503)
C (4.76356, 3.38265, -0.55569)
N (3.57517, 3.81348, -1.28029)
C (3.35587, 3.71044, -2.56737)
N (4.33766, 3.39956, -3.43155)
N (2.11011, 3.89764, -3.01995)
C (1.19220, 2.50649, 0.50591)
O (1.38188, 3.70609, 0.21385)
O (0.15567, 2.04508, 1.04439)
H (1.64572, -0.05137, 1.40074)
H (2.25390, -0.58696, -0.02097)
H (2.51097, 1.54612, -0.88564)
H (4.27867, 0.87397, 0.68914)
H (3.35846, 1.50991, 2.04086)
H (5.23935, 2.95021, 1.47897)
H (3.73173, 3.81972, 1.26927)
H (5.22551, 2.52160, -1.05084)
H (5.49669, 4.19157, -0.51825)
H (2.71315, 3.90144, -0.67943)
H (5.29340, 3.44870, -3.12547)
H (4.17468, 3.45440, -4.42140)
H (1.35740, 3.98071, -2.35107)
H (1.87790, 3.78158, -3.98916)
C (-1.77485, -0.60896, -4.41118)
C (-1.70924, -0.56486, -2.90282)
S (-0.44238, 0.35660, -2.24361)
C (-2.64914, -1.27775, -2.14225)
C (-3.73242, -2.09087, -2.81234)
S (-2.67558, -1.29417, -0.45894)
H (-0.98801, 0.00409, -4.84088)
H (-2.73728, -0.24017, -4.77235)
H (-1.65806, -1.63061, -4.78060)
H (-3.69842, -2.04453, -3.89718)
H (-4.71175, -1.74483, -2.48004)
H (-3.64805, -3.13487, -2.50777)
C (0.58279, -2.88965, 3.11384)
N (0.68436, -3.71096, 1.92345)
C (1.16563, -5.06881, 2.12516)
C (0.69715, -5.95978, 0.99677)
C (1.12535, -5.33513, -0.31240)
N (0.66026, -3.95850, -0.39386)
C (0.50270, -3.42494, -1.73093)
C (0.44905, -3.17007, 0.69596)
O (0.03799, -2.00112, 0.59388)
H (-0.15031, -3.31482, 3.80334)
H (0.27693, -1.88604, 2.83836)
H (1.54875, -2.84852, 3.62556)
H (0.77519, -5.42054, 3.08127)
H (2.26025, -5.07886, 2.19624)
H (-0.39207, -6.03408, 1.02423)
H (1.11365, -6.96094, 1.09790)
H (0.69793, -5.87960, -1.15567)
H (2.21640, -5.37337, -0.41848)
H (-0.29771, -3.94874, -2.26006)
H (1.43121, -3.55180, -2.29482)
H (0.25857, -2.37180, -1.68125)

Output
Total charge: +1
ΔE to the lowest compared entry with this formula, charge and spin, kcal/mol: 0.00
Multiplicity: 6
Lowest unoccupied orbital energy (alpha / beta), eV: -2.0 / -3.1

Quick look at the Mulliken charges, all values in e: 0.79 -0.27 -0.44 -0.93 -0.71 0.44 -0.80 -0.47 -0.95 -0.39 0.52 0.31 0.35 0.15 0.34 0.47 0.08 0.61 0.46 0.42 0.46 0.45 -0.03 0.04 -0.82 -1.14 -0.84 -0.20 0.81 -0.41 -0.36 0.26 -0.95 -0.47 0.12 0.23 0.34 0.41 0.39 0.47 0.35 0.47 0.44 0.29 0.22 0.21 0.21 0.20 -1.64 0.38 -0.52 0.90 -1.61 -0.36 0.41 0.36 0.35 0.46 0.30 0.29 -0.60 0.29 -0.63 -0.72 -0.65 0.35 -0.84 0.40 -0.13 0.39 -0.21 0.32 0.36 0.29 0.31 0.37 0.37 0.30 0.35 0.37 -0.14



(2)
DFT (ωB97M-V/def2-TZVPD) results for a structure of composition C24H43N2P3PrSSe.

Geometry (Å):
Pr (-0.45601, -1.22448, -0.36262)
P (0.19571, 1.72905, 1.16697)
P (-2.86786, 0.37709, -0.39319)
P (2.58814, -0.45149, -0.59485)
H (-1.45227, -3.60237, -5.28415)
C (-0.74189, -4.21493, -4.77609)
C (-0.50851, -4.00104, -3.47376)
H (-1.13081, -3.22556, -2.99860)
C (0.34168, 3.23407, 0.11088)
C (-1.17792, 2.24138, 2.33947)
C (1.67227, 1.83629, 2.22767)
C (-3.30953, -0.58352, -1.91848)
C (-4.40486, 0.24875, 0.56230)
C (-3.09678, 2.09017, -0.99812)
C (2.89651, -1.40157, -2.15758)
C (4.07970, -0.97787, 0.32527)
C (3.29407, 1.16808, -1.13018)
H (-0.27847, -5.04211, -5.33204)
H (0.21431, -4.59278, -2.88656)
H (0.45995, 4.15357, 0.68424)
H (-0.54337, 3.33323, -0.52753)
H (1.19677, 3.14623, -0.56664)
H (-1.15200, 3.30060, 2.60782)
H (-1.04184, 1.65196, 3.26023)
H (-2.18455, 2.00886, 1.93143)
H (1.84035, 2.80507, 2.66720)
H (2.55965, 1.55903, 1.65990)
H (1.58376, 1.12753, 3.05387)
H (-4.37537, -0.84238, -1.82391)
H (-2.69972, -1.50824, -1.99647)
H (-3.11511, 0.01728, -2.82218)
H (-5.21612, 0.80805, 0.09244)
H (-4.29081, 0.61381, 1.57923)
H (-4.72280, -0.78877, 0.64546)
H (-4.16105, 2.26519, -1.19085)
H (-2.53413, 2.19769, -1.93238)
H (-2.73343, 2.83623, -0.27833)
H (3.98150, -1.56478, -2.21547)
H (2.51997, -0.81665, -3.01348)
H (2.35394, -2.35872, -2.15517)
H (4.93633, -1.03504, -0.35072)
H (3.92694, -1.97192, 0.74187)
H (4.35724, -0.32251, 1.15107)
H (4.27956, 1.01650, -1.59226)
H (3.39395, 1.88594, -0.29736)
H (2.57956, 1.56918, -1.86068)
C (0.21450, 0.38628, -4.53113)
C (-0.33624, -0.78314, -5.05294)
C (-0.24942, -1.11418, -6.40726)
C (0.43967, -0.24398, -7.26216)
C (1.06320, 0.90852, -6.75148)
C (0.97128, 1.22122, -5.38674)
Se (-0.15621, 0.55414, -2.65883)
H (0.01055, -1.35856, -2.45489)
H (-0.82376, -1.44446, -4.35392)
H (-0.70097, -2.05672, -6.76659)
H (0.49982, -0.46026, -8.31942)
H (1.60506, 1.58348, -7.42979)
H (1.48593, 2.08897, -4.98792)
N (-0.58974, -3.92704, -0.20548)
C (-0.32215, -3.72890, 1.17758)
N (-0.25725, -2.49758, 1.67718)
C (-0.25131, -2.48150, 3.09333)
C (-0.17348, -1.35744, 3.93495)
C (-0.20022, -1.50413, 5.32816)
C (-0.30409, -2.79866, 5.86070)
C (-0.38473, -3.93520, 5.02631)
C (-0.37068, -3.76182, 3.64189)
S (-0.47429, -4.99817, 2.36911)
H (-0.77180, -4.89689, -0.44453)
H (0.03730, -3.56990, -0.92431)
H (-0.08266, -0.35588, 3.50850)
H (-0.13017, -0.63016, 5.99727)
H (-0.32258, -2.92590, 6.93992)
H (-0.45039, -4.96064, 5.40992)

Output
Total charge: +3
Multiplicity: 3
Lowest unoccupied orbital energy (alpha / beta), eV: -11.2 / -11.2

Quick look at the Mulliken charges, all values in e: -0.18 0.94 1.24 1.03 0.40 -0.81 -0.11 0.26 -1.22 -1.15 -1.06 -1.30 -1.49 -1.29 -1.12 -1.39 -1.11 0.26 0.19 0.51 0.28 0.28 0.47 0.40 0.17 0.51 0.12 0.36 0.56 0.42 0.36 0.47 0.38 0.45 0.53 0.30 0.36 0.52 0.24 0.27 0.49 0.41 0.38 0.51 0.41 0.09 0.59 0.58 -0.77 -0.55 -0.69 -0.39 0.03 0.13 -0.27 0.30 0.43 0.40 0.44 -0.30 0.40 0.34 -0.77 0.25 -0.76 -0.54 -0.53 0.73 -0.12 0.38 0.08 -0.01 0.44 0.42 0.41



(3)
DFT (ωB97M-V/def2-TZVPD) results for a structure of composition C24H43N6OPb.

Geometry (Å):
Pb (-0.92560, -11.26372, -4.26713)
O (0.01281, -10.93596, -6.45502)
H (0.24876, -10.67547, -7.36661)
C (-0.45288, -8.36631, 1.27991)
C (0.71472, -8.20664, 0.35882)
C (0.81509, -9.39039, -0.68708)
C (-0.45169, -9.96548, -1.21317)
N (-1.41640, -10.43229, -1.65144)
H (-0.44642, -7.67749, 2.12465)
H (-0.24168, -9.25454, 1.87534)
H (-1.45581, -8.33660, 0.85404)
H (1.65796, -8.05410, 0.88335)
H (0.30859, -7.43759, -0.29824)
H (1.29121, -10.23741, -0.19316)
H (1.43024, -9.21178, -1.56901)
C (-0.30307, -17.39519, -2.57491)
C (-1.52012, -16.76667, -1.94435)
C (-2.01138, -15.53682, -2.73374)
C (-0.98930, -14.50246, -2.88921)
N (-0.23773, -13.68153, -3.11461)
H (0.52243, -16.68449, -2.61428)
H (-0.58064, -17.74025, -3.57090)
H (-0.08192, -18.38582, -2.17763)
H (-1.27771, -16.43648, -0.93425)
H (-2.39355, -17.41874, -1.93886)
H (-2.77120, -15.06607, -2.10991)
H (-2.52912, -15.68148, -3.68196)
C (-2.81626, -6.41579, -5.16006)
C (-3.72765, -6.88685, -6.37295)
C (-4.56707, -8.05006, -6.06886)
C (-3.76395, -9.18470, -5.67786)
N (-3.02234, -9.98606, -5.35062)
H (-3.06785, -6.97999, -4.26201)
H (-3.09053, -5.37401, -4.99406)
H (-1.75349, -6.57744, -5.34030)
H (-3.10815, -6.95121, -7.26748)
H (-4.45875, -6.10534, -6.57992)
H (-5.04129, -8.30692, -7.01609)
H (-5.37861, -7.90328, -5.35614)
C (3.71437, -8.00756, -6.61119)
C (2.53518, -8.54789, -5.78332)
C (1.59148, -7.53795, -5.36364)
C (0.43160, -8.08439, -4.56551)
N (-0.46419, -8.52923, -3.97105)
H (4.12036, -7.16541, -6.05079)
H (3.44923, -7.58041, -7.57832)
H (4.55401, -8.70134, -6.56907)
H (2.89458, -9.01949, -4.86870)
H (2.12472, -9.35121, -6.39511)
H (1.07422, -6.99539, -6.15495)
H (1.89961, -6.84370, -4.58187)
C (3.09661, -13.10840, -6.14698)
C (4.12437, -12.11557, -5.56880)
C (3.89545, -12.01853, -4.14418)
C (2.67290, -11.36354, -3.71675)
N (1.63329, -10.89814, -3.38873)
H (2.18412, -13.17106, -5.55407)
H (3.44127, -14.13571, -6.02886)
H (2.82765, -12.75412, -7.14208)
H (3.94031, -11.08153, -5.86032)
H (5.12195, -12.39130, -5.91070)
H (4.68982, -11.39545, -3.73326)
H (3.99189, -13.03156, -3.75357)
C (0.95970, -16.48803, -6.62929)
C (0.92006, -15.54081, -7.86690)
C (-0.59837, -15.07040, -8.03848)
C (-1.14428, -14.25464, -6.87852)
N (-1.55428, -13.60638, -5.98316)
H (1.96615, -16.89784, -6.54430)
H (0.19472, -17.25199, -6.76813)
H (0.72697, -15.94679, -5.71223)
H (1.16922, -16.19054, -8.70586)
H (1.72179, -14.81050, -7.75743)
H (-1.23170, -15.95637, -8.08373)
H (-0.52330, -14.42011, -8.91002)

Output
Total charge: +1
ΔE to the lowest compared entry with this formula, charge and spin, kcal/mol: 49.73
Lowest unoccupied orbital energy, eV: -1.6

Quick look at the Mulliken charges, all values in e: 1.24 -0.70 0.04 -1.19 -0.50 0.01 0.36 -0.60 0.39 0.30 0.31 0.35 0.26 0.38 0.07 -1.07 -0.45 -0.47 0.27 -0.43 0.32 0.23 0.38 0.28 0.32 0.35 0.35 -0.56 -0.49 -0.55 0.21 -0.39 0.29 0.37 -0.21 0.38 0.31 0.29 0.29 -1.51 0.55 -0.44 0.22 -0.49 0.39 0.35 0.35 -0.14 0.08 0.38 0.32 -0.99 -0.08 -0.78 0.17 -0.08 0.17 0.42 0.30 -0.17 0.47 0.37 0.37 -1.16 -0.25 -0.44 0.18 -0.40 0.39 0.44 0.14 0.38 0.11 0.34 0.29